C8H34O10 | ωB97M-V/def2-TZVPD

Calculated values
Total charge   0
Relative energy (zero: lowest compared OMol25 entry of this formula, charge and spin)   52.8 kcal per mole
Kohn-Sham gap   9.838 eV

Each line ends with the Löwdin charge.
Geometry (Å):
1 C 20.35 4.29 14.54  -0.10
2 O 19.66 3.15 14.99  -0.19
3 C 19.56 3.12 16.39  -0.22
4 C 18.80 1.91 16.87  -0.17
5 O 17.40 1.93 16.58  -0.22
6 C 16.67 2.91 17.28  -0.09
7 H 20.00 5.20 15.05  0.10
8 H 20.16 4.42 13.48  0.08
9 H 21.43 4.18 14.69  0.10
10 H 19.14 4.05 16.79  0.12
11 H 20.57 3.06 16.84  0.14
12 H 18.96 1.80 17.95  0.13
13 H 19.18 1.04 16.33  0.14
14 H 15.67 2.92 16.86  0.08
15 H 17.10 3.90 17.18  0.08
16 H 16.60 2.66 18.35  0.10
17 C 14.33 3.54 13.65  -0.14
18 O 15.63 3.40 14.24  -0.13
19 H 13.96 4.56 13.79  0.08
20 H 14.35 3.34 12.58  0.08
21 H 13.65 2.86 14.16  0.06
22 H 16.08 4.21 13.96  0.05
23 C 16.03 -1.58 12.01  -0.16
24 O 14.86 -2.10 11.40  -0.12
25 H 16.28 -2.17 12.89  0.08
26 H 16.88 -1.61 11.31  0.08
27 H 15.90 -0.53 12.26  0.04
28 H 14.20 -1.41 11.52  0.02
29 C 17.47 4.60 11.61  -0.11
30 O 16.40 5.34 12.22  -0.13
31 H 18.23 4.42 12.37  0.05
32 H 17.10 3.65 11.22  0.06
33 H 17.90 5.16 10.78  0.09
34 H 16.02 5.86 11.51  0.08
35 C 13.42 -0.06 13.69  -0.13
36 O 12.95 -0.26 12.36  -0.13
37 H 13.65 -1.03 14.11  0.09
38 H 14.32 0.56 13.68  0.05
39 H 12.68 0.43 14.33  0.08
40 H 12.25 0.34 12.10  0.09
41 O 16.52 -0.45 15.28  -0.05
42 H 17.32 -0.97 15.17  0.04
43 H 16.80 0.38 15.69  0.00
44 O 17.78 1.55 13.18  -0.06
45 H 18.31 2.27 13.54  0.03
46 H 16.95 1.59 13.68  0.03
47 O 20.12 0.06 12.37  -0.07
48 H 20.48 0.70 11.75  0.03
49 H 19.23 0.38 12.56  -0.01
50 O 16.27 1.59 10.53  -0.06
51 H 15.42 1.24 10.81  0.03
52 H 16.87 1.38 11.26  0.00


C48H39N2OP2RuS | ωB97M-V/def2-TZVPD

Calculated values
Total charge   +3
Kohn-Sham gap   5.011 eV

Each line ends with the Löwdin charge.
Geometry (Å):
1 Ru 0.01 -0.71 0.34  1.08
2 O 0.02 1.40 0.46  -0.70
3 S -0.02 2.66 -0.37  1.13
4 C -1.71 2.72 -0.98  -0.37
5 C -2.20 4.01 -1.15  -0.06
6 C -3.49 4.20 -1.61  0.00
7 C -4.28 3.10 -1.90  -0.01
8 C -3.79 1.81 -1.70  -0.04
9 C -2.50 1.59 -1.23  -0.29
10 P -2.00 -0.16 -0.97  1.11
11 C -3.56 -1.06 -0.80  -0.37
12 C -4.28 -0.89 0.39  -0.08
13 C -5.53 -1.46 0.52  -0.03
14 C -6.07 -2.21 -0.52  -0.02
15 C -5.35 -2.37 -1.70  -0.03
16 C -4.09 -1.81 -1.85  -0.07
17 C -1.23 -0.73 -2.50  -0.37
18 C -0.91 -2.10 -2.54  -0.13
19 C -0.36 -2.64 -3.69  -0.06
20 C -0.13 -1.83 -4.80  -0.01
21 C -0.45 -0.48 -4.75  -0.03
22 C -0.98 0.08 -3.61  -0.06
23 C 0.83 2.30 -1.92  -0.37
24 C 0.66 3.25 -2.92  -0.06
25 C 1.33 3.11 -4.13  -0.01
26 C 2.15 2.01 -4.34  -0.02
27 C 2.32 1.07 -3.34  -0.05
28 C 1.69 1.21 -2.10  -0.31
29 P 2.02 -0.08 -0.84  1.09
30 C 2.85 0.70 0.57  -0.40
31 C 3.02 -0.11 1.69  -0.11
32 C 3.70 0.37 2.80  -0.05
33 C 4.22 1.66 2.78  -0.03
34 C 4.05 2.47 1.66  -0.03
35 C 3.36 1.99 0.55  -0.08
36 C 3.28 -1.15 -1.55  -0.36
37 C 2.93 -2.31 -2.25  -0.09
38 C 3.92 -3.08 -2.84  -0.04
39 C 5.25 -2.70 -2.73  -0.02
40 C 5.60 -1.54 -2.05  -0.03
41 C 4.62 -0.77 -1.44  -0.06
42 H -1.58 4.86 -0.90  0.13
43 H -3.88 5.20 -1.73  0.13
44 H -5.29 3.23 -2.26  0.13
45 H -4.44 0.97 -1.91  0.12
46 H -3.86 -0.32 1.21  0.08
47 H -6.09 -1.33 1.44  0.12
48 H -7.05 -2.66 -0.42  0.13
49 H -5.77 -2.94 -2.52  0.13
50 H -3.56 -1.93 -2.77  0.11
51 H -1.16 -2.73 -1.70  0.09
52 H -0.14 -3.70 -3.73  0.13
53 H 0.27 -2.26 -5.70  0.13
54 H -0.30 0.14 -5.63  0.13
55 H -1.24 1.13 -3.59  0.11
56 H 0.02 4.10 -2.77  0.12
57 H 1.20 3.85 -4.91  0.13
58 H 2.68 1.90 -5.28  0.13
59 H 2.97 0.22 -3.52  0.11
60 H 2.68 -1.14 1.67  0.10
61 H 3.85 -0.25 3.66  0.12
62 H 4.77 2.04 3.63  0.13
63 H 4.48 3.46 1.64  0.12
64 H 3.25 2.62 -0.33  0.11
65 H 1.89 -2.59 -2.34  0.06
66 H 3.65 -3.98 -3.38  0.12
67 H 6.02 -3.31 -3.18  0.13
68 H 6.63 -1.24 -1.98  0.13
69 H 4.90 0.13 -0.90  0.12
70 C -0.13 0.41 3.29  -0.15
71 N -0.19 -0.74 2.38  -0.08
72 C -0.33 -1.96 2.84  -0.01
73 C -0.18 -3.02 1.94  -0.30
74 C -0.11 -4.41 2.08  0.05
75 C 0.23 -4.92 0.84  -0.02
76 C 0.36 -3.83 -0.02  -0.10
77 N 0.11 -2.67 0.63  -0.12
78 C -1.45 0.63 4.00  -0.23
79 C -1.51 0.66 5.39  -0.03
80 C -2.73 0.91 6.01  -0.04
81 C -3.88 1.10 5.26  -0.05
82 C -3.81 1.06 3.87  -0.07
83 C -2.60 0.82 3.25  -0.06
84 H 0.13 1.29 2.71  0.10
85 H 0.67 0.24 4.01  0.13
86 H -0.51 -2.15 3.89  0.17
87 H -0.28 -4.98 2.99  0.14
88 H 0.39 -5.96 0.58  0.12
89 H 0.62 -3.85 -1.07  0.10
90 H -0.62 0.51 5.98  0.12
91 H -2.77 0.95 7.09  0.12
92 H -4.82 1.27 5.76  0.12
93 H -4.71 1.22 3.29  0.11
94 H -2.52 0.81 2.16  0.08


C26H44BrF7IN4O20 | ωB97M-V/def2-TZVPD

Calculated values
Total charge   +1
Relative energy (zero: lowest compared OMol25 entry of this formula, charge and spin)   211.3 kcal per mole
Kohn-Sham gap   6.624 eV

Each line ends with the Löwdin charge.
Geometry (Å):
1 O 2.59 -2.59 -4.13  -0.10
2 C 3.19 -1.25 -4.45  -0.20
3 C 2.14 -0.49 -5.42  -0.15
4 N 0.84 -0.02 -4.86  -0.14
5 C 0.17 -0.04 -3.51  -0.47
6 Br 0.96 -0.75 -1.83  0.81
7 N -1.23 0.55 -3.44  0.12
8 C -1.38 0.96 -4.89  -0.18
9 N -2.53 1.54 -5.33  -0.06
10 F -2.78 1.91 -6.61  0.04
11 C -3.67 1.75 -4.32  -0.01
12 C -4.41 0.28 -4.11  -0.17
13 O -5.39 0.01 -5.22  -0.06
14 C -5.22 0.17 -2.67  -0.15
15 F -5.48 1.50 -2.07  0.02
16 F -6.54 -0.53 -2.87  0.00
17 F -4.41 -0.64 -1.71  0.01
18 N -0.12 0.62 -5.67  -0.43
19 I 0.32 0.99 -7.70  1.03
20 C 4.63 -1.61 -5.22  -0.15
21 F 5.79 -0.94 -4.59  0.03
22 F 4.55 -1.28 -6.69  0.00
23 F 4.82 -3.10 -5.18  0.01
24 H 2.83 -2.77 -3.15  0.12
25 H 3.50 -0.67 -3.46  0.16
26 H 1.90 -1.24 -6.31  0.15
27 H 2.71 0.47 -5.85  0.14
28 H -4.48 2.48 -4.80  0.18
29 H -3.31 2.24 -3.32  0.15
30 H -3.64 -0.63 -4.14  0.17
31 H -5.62 -0.97 -5.22  0.14
32 C 4.68 2.42 2.45  -0.04
33 O 4.29 1.52 1.41  -0.01
34 C 4.97 0.35 1.41  -0.53
35 O 5.85 0.03 2.19  0.10
36 O 4.50 -0.41 0.38  -0.03
37 C 5.13 -1.68 0.26  -0.04
38 H 4.07 3.33 2.36  0.10
39 H 4.49 1.98 3.43  0.09
40 H 5.73 2.70 2.34  0.11
41 H 4.96 -2.28 1.16  0.11
42 H 6.20 -1.56 0.06  0.11
43 H 4.67 -2.20 -0.59  0.08
44 C -11.53 -0.82 -7.02  -0.05
45 O -11.52 -0.59 -5.61  -0.01
46 C -10.33 -0.17 -5.12  -0.56
47 O -9.31 0.02 -5.76  0.10
48 O -10.47 0.01 -3.78  0.00
49 C -9.29 0.45 -3.12  -0.05
50 H -12.53 -1.16 -7.30  0.10
51 H -11.30 0.10 -7.56  0.10
52 H -10.81 -1.61 -7.28  0.10
53 H -8.98 1.43 -3.50  0.10
54 H -8.49 -0.28 -3.23  0.07
55 H -9.52 0.56 -2.05  0.10
56 C 8.91 -2.73 7.57  -0.04
57 O 8.55 -1.41 7.19  -0.01
58 C 7.67 -1.34 6.16  -0.56
59 O 7.18 -2.30 5.57  0.10
60 O 7.42 -0.04 5.90  0.00
61 C 6.50 0.19 4.84  -0.07
62 H 9.62 -2.66 8.40  0.10
63 H 8.03 -3.28 7.92  0.08
64 H 9.40 -3.26 6.74  0.10
65 H 5.52 -0.25 5.07  0.10
66 H 6.89 -0.22 3.90  0.08
67 H 6.37 1.26 4.71  0.09
68 C -3.28 6.76 -1.08  -0.05
69 O -3.11 7.30 -2.39  0.00
70 C -3.13 6.37 -3.38  -0.55
71 O -3.27 5.17 -3.23  0.08
72 O -2.96 7.02 -4.56  0.00
73 C -2.96 6.16 -5.70  -0.05
74 H -3.25 7.59 -0.37  0.10
75 H -4.25 6.27 -0.99  0.10
76 H -2.46 6.07 -0.84  0.10
77 H -3.92 5.64 -5.79  0.10
78 H -2.13 5.44 -5.65  0.09
79 H -2.82 6.78 -6.59  0.10
80 C -0.76 -2.15 3.49  -0.05
81 O -1.75 -1.12 3.47  0.00
82 C -2.23 -0.82 2.24  -0.56
83 O -1.88 -1.34 1.19  0.09
84 O -3.15 0.17 2.37  0.00
85 C -3.74 0.59 1.15  -0.06
86 H -0.45 -2.31 4.52  0.10
87 H -1.18 -3.09 3.10  0.10
88 H 0.12 -1.85 2.91  0.09
89 H -4.27 -0.24 0.67  0.08
90 H -2.98 1.00 0.48  0.10
91 H -4.46 1.38 1.37  0.10
92 C 5.08 -2.90 8.26  -0.05
93 O 4.21 -3.15 9.36  -0.01
94 C 4.68 -4.08 10.24  -0.56
95 O 5.74 -4.68 10.14  0.11
96 O 3.77 -4.22 11.23  -0.01
97 C 4.13 -5.17 12.23  -0.05
98 H 4.60 -2.14 7.63  0.10
99 H 6.04 -2.51 8.60  0.09
100 H 5.21 -3.81 7.66  0.10
101 H 5.05 -4.87 12.73  0.10
102 H 4.23 -6.17 11.79  0.10
103 H 3.33 -5.20 12.97  0.09


C9H14 | ωB97M-V/def2-TZVPD

Calculated values
Total charge   0
Relative energy (zero: lowest compared OMol25 entry of this formula, charge and spin)   34.4 kcal per mole
Kohn-Sham gap   10.110 eV

Each line ends with the Löwdin charge.
Geometry (Å):
1 C 1.38 2.08 -0.60  -0.06
2 C 0.27 1.12 -0.30  -0.29
3 C -0.37 0.54 -1.42  -0.07
4 C -1.61 -0.02 -1.31  -0.08
5 C -2.20 -0.11 -0.02  -0.10
6 C -1.63 0.49 1.06  -0.09
7 C -0.37 1.14 0.91  -0.06
8 H 2.06 2.28 0.27  0.09
9 H 0.94 3.06 -0.74  0.08
10 H 2.08 1.73 -1.36  0.07
11 H -0.08 0.66 -2.47  0.12
12 H -2.18 -0.61 -2.02  0.10
13 H -3.09 -0.71 0.09  0.10
14 H -1.90 0.47 2.10  0.10
15 H -0.07 1.77 1.75  0.11
16 C 1.63 -2.41 -0.02  -0.18
17 C 1.72 -2.10 1.48  -0.16
18 H 2.26 -3.21 -0.37  0.05
19 H 0.60 -2.50 -0.37  0.05
20 H 1.75 -1.54 -0.68  0.05
21 H 0.73 -1.77 1.81  0.05
22 H 2.08 -1.09 1.64  0.05
23 H 2.03 -3.00 2.04  0.07


Number 1: E -1077.496153 Ha. Number 2: E -3212.118256 Ha. Number 3: E -6311.078751 Ha. Number 4: E -351.275369 Ha.